[1]
The following is a quantum chemistry calculation of a 2-piece molecular cluster, C5H16N3 overall, from the Open Molecules 2025 dataset.

Each line ends with the natural charge from an NBO analysis.
CARTESIAN COORDINATES (ANGSTROEM)
1 C 0.98 2.77 -0.48  -0.459
2 C 1.94 0.54 -0.06  0.669
3 N 0.90 1.31 -0.43  -0.540
4 N 3.10 0.79 -0.66  -0.737
5 N 1.62 -0.70 0.36  -0.747
6 H -0.02 0.98 -0.16  0.428
7 H 3.27 1.69 -1.09  0.428
8 H 3.96 0.33 -0.41  0.427
9 H 1.02 -0.72 1.18  0.418
10 H 2.39 -1.36 0.48  0.413
11 H 1.79 3.23 0.10  0.222
12 H 0.06 3.21 -0.12  0.245
13 H 1.04 3.15 -1.50  0.225
14 C -1.76 -1.80 0.67  -0.400
15 C -2.00 -2.06 -0.80  -0.625
16 C -2.17 -0.36 1.02  -0.616
17 H -2.33 -2.50 1.29  0.222
18 H -0.73 -1.97 0.97  0.170
19 H -1.24 -1.66 -1.46  0.199
20 H -2.99 -1.82 -1.20  0.223
21 H -1.71 -0.04 1.96  0.203
22 H -1.95 0.39 0.25  0.174
23 H -1.91 -3.12 -1.05  0.223
24 H -3.25 -0.28 1.14  0.236

E_HOMO = -14.451 eV
charge = +1
E = -364.14240 Ha
LUMO = -3.544 eV
molecular weight = 118.20 g mol⁻¹
HOMO-LUMO gap = 10.91 eV



[2]
The following is a quantum chemistry calculation of one molecule with the formula C2H5NO, from the Open Molecules 2025 dataset.

Each line ends with the natural charge from an NBO analysis.
CARTESIAN COORDINATES (ANGSTROEM)
1 O 1.19 -0.10 1.41  -0.524
2 C 0.61 0.39 0.46  0.411
3 C -0.36 -0.51 -0.27  -0.327
4 N -1.14 0.23 -1.32  -0.915
5 H 0.64 1.45 0.28  0.127
6 H 0.21 -1.48 -0.62  0.222
7 H -1.04 -0.95 0.40  0.227
8 H -0.87 0.36 -2.31  0.399
9 H -2.01 0.60 -0.94  0.381

E_HOMO = -9.143 eV
E = -209.15512 Ha
LUMO = 1.031 eV
molecular weight = 59.07 g mol⁻¹
SMILES = NCC=O
HOMO-LUMO gap = 10.17 eV



[3]
The following is a quantum chemistry calculation of one molecule with the formula C2H3NOS, from the Open Molecules 2025 dataset.

Each line ends with the natural charge from an NBO analysis.
CARTESIAN COORDINATES (ANGSTROEM)
1 C -1.74 1.43 1.39  -0.122
2 C 0.43 -0.71 -0.07  0.053
3 H -2.32 1.80 2.25  0.215
4 H -1.44 2.10 0.31  0.239
5 H 0.52 -1.51 0.59  0.187
6 N -0.91 0.33 1.63  -0.114
7 O 0.21 0.62 0.49  -0.433
8 S 0.99 -0.87 -1.65  -0.023

E_HOMO = -9.084 eV
E = -606.00825 Ha
LUMO = -0.353 eV
molecular weight = 89.12 g mol⁻¹
SMILES = C=NOC=S
HOMO-LUMO gap = 8.73 eV



[4]
The following is a quantum chemistry calculation of a 2-piece molecular cluster, C3H9Cl3N2Si overall, from the Open Molecules 2025 dataset.

Each line ends with the natural charge from an NBO analysis.
CARTESIAN COORDINATES (ANGSTROEM)
1 C 1.83 -0.43 -0.21  -0.418
2 C 0.51 1.22 1.16  -0.453
3 C -1.23 -1.13 1.32  -0.475
4 N 0.69 -0.19 0.69  -0.188
5 N -0.17 -1.13 0.41  -0.218
6 Si -1.22 0.23 -2.35  1.035
7 Cl -3.17 0.75 -2.31  -0.373
8 Cl -0.64 -0.69 -4.14  -0.395
9 Cl -0.14 1.91 -2.30  -0.393
10 H 2.62 -0.78 0.36  0.199
11 H 1.67 -1.19 -1.08  0.236
12 H 2.21 0.57 -0.67  0.191
13 H 0.17 0.97 2.19  0.215
14 H 1.48 1.66 1.12  0.221
15 H -0.21 1.89 0.63  0.217
16 H -2.00 -1.91 1.19  0.222
17 H -0.78 -1.52 2.31  0.189
18 H -1.61 -0.22 1.68  0.189

E_HOMO (alpha / beta) = -7.980 / -7.215 eV
E = -1899.26770 Ha
LUMO (alpha / beta) = 0.443 / -1.197 eV
molecular weight = 207.56 g mol⁻¹
HOMO-LUMO gap (alpha / beta) = 8.42 / 6.02 eV



[5]
The following is a quantum chemistry calculation of C14H39InO18P4 as an isolated structure, from the Open Molecules 2025 dataset.

Each line ends with the Löwdin charge.
CARTESIAN COORDINATES (ANGSTROEM)
1 In -34.62 19.64 36.75  1.571
2 C -33.98 23.57 34.48  0.071
3 C -34.12 22.14 34.99  -0.649
4 O -33.31 21.80 35.90  0.020
5 O -35.10 21.46 34.69  0.067
6 H -34.25 23.61 33.42  0.104
7 H -32.99 23.98 34.61  0.097
8 H -34.69 24.27 34.93  0.110
9 C -33.72 23.40 41.92  -0.061
10 O -33.77 22.39 40.90  -0.185
11 P -32.87 22.33 39.61  0.368
12 O -33.51 21.69 38.44  -0.286
13 O -32.43 23.82 39.30  -0.203
14 C -33.12 24.69 38.40  -0.052
15 O -31.54 21.62 40.01  -0.198
16 C -30.61 22.17 40.94  -0.063
17 H -33.32 24.37 41.61  0.094
18 H -33.21 22.99 42.79  0.098
19 H -34.76 23.59 42.20  0.098
20 H -33.27 25.65 38.89  0.099
21 H -34.03 24.21 38.05  0.086
22 H -32.46 24.93 37.56  0.094
23 H -29.77 22.69 40.48  0.102
24 H -30.31 21.55 41.78  0.104
25 H -31.15 22.98 41.45  0.071
26 C -28.33 20.36 37.99  -0.047
27 O -29.73 20.41 37.66  -0.209
28 P -30.41 19.21 36.90  0.373
29 O -31.85 19.47 36.71  -0.276
30 O -29.59 19.03 35.58  -0.185
31 C -29.26 17.72 35.08  -0.047
32 O -30.13 17.91 37.77  -0.203
33 C -30.56 17.96 39.13  -0.077
34 H -27.86 21.14 37.40  0.102
35 H -27.87 19.40 37.74  0.095
36 H -28.21 20.55 39.05  0.094
37 H -28.20 17.52 35.26  0.103
38 H -29.36 17.73 34.00  0.095
39 H -29.87 16.94 35.52  0.082
40 H -31.57 17.65 39.39  0.096
41 H -30.52 18.98 39.53  0.076
42 H -29.76 17.51 39.72  0.106
43 C -38.48 15.60 34.89  -0.080
44 O -38.81 16.98 34.97  -0.187
45 P -37.87 18.10 34.35  0.353
46 O -36.91 18.70 35.30  -0.296
47 O -37.14 17.50 33.09  -0.211
48 C -37.90 17.18 31.88  -0.033
49 O -38.93 19.08 33.74  -0.200
50 C -39.78 19.82 34.65  -0.057
51 H -37.45 15.39 35.16  0.092
52 H -38.57 15.19 33.88  0.088
53 H -39.14 15.01 35.52  0.100
54 H -37.60 17.81 31.05  0.089
55 H -38.96 17.24 32.13  0.092
56 H -37.66 16.15 31.65  0.098
57 H -39.23 20.26 35.48  0.088
58 H -40.64 19.23 34.98  0.100
59 H -40.16 20.63 34.03  0.099
60 C -31.50 20.23 33.06  -0.060
61 O -31.67 18.86 32.65  -0.185
62 P -32.93 18.04 33.17  0.379
63 O -33.51 18.54 34.42  -0.293
64 O -33.86 18.03 31.89  -0.183
65 C -34.55 19.24 31.52  -0.053
66 O -32.34 16.58 33.23  -0.170
67 C -32.71 15.66 34.24  -0.076
68 H -31.67 20.87 32.21  0.098
69 H -30.47 20.34 33.40  0.089
70 H -32.14 20.47 33.91  0.057
71 H -33.94 19.86 30.87  0.099
72 H -34.79 19.82 32.41  0.076
73 H -35.48 18.93 31.05  0.082
74 H -32.95 14.72 33.73  0.100
75 H -33.65 15.90 34.73  0.081
76 H -31.93 15.45 34.96  0.088

E_HOMO = -15.420 eV
charge = +2
E = -3466.41335 Ha
LUMO = -10.998 eV
molecular weight = 734.16 g mol⁻¹
HOMO-LUMO gap = 4.42 eV



[6]
The following is a quantum chemistry calculation of a 2-piece molecular cluster, C5H14NO2 overall, from the Open Molecules 2025 dataset.

Each line ends with the Löwdin spin population.
CARTESIAN COORDINATES (ANGSTROEM)
1 C -0.61 1.18 1.80  0.000
2 N 0.52 1.51 0.81  0.001
3 C 1.31 0.31 0.45  0.002
4 C 1.49 -0.19 -1.01  0.010
5 C 1.09 -1.69 -1.38  0.016
6 O -0.29 -1.65 -1.84  0.218
7 C -1.58 0.01 1.37  0.003
8 H -0.19 0.93 2.79  0.000
9 H -1.18 2.17 1.71  0.000
10 H 0.06 1.74 -0.10  -0.001
11 H 2.29 0.65 0.98  0.000
12 H 1.00 -0.54 1.10  0.000
13 H 0.79 0.48 -1.61  -0.001
14 H 2.50 0.20 -1.26  -0.001
15 H 1.64 -2.01 -2.23  0.008
16 H 1.19 -2.40 -0.49  0.000
17 H -1.48 -0.01 0.27  -0.002
18 H -1.33 -1.02 1.89  0.000
19 H -2.72 0.35 1.55  0.000
20 H -0.72 -0.68 -1.78  0.016
21 H -2.30 0.20 -1.28  0.010
22 O -1.50 0.47 -1.77  0.719

E_HOMO (alpha / beta) = -8.859 / -8.847 eV
spin multiplicity = 2
E = -403.94143 Ha
LUMO (alpha / beta) = 0.822 / -3.506 eV
molecular weight = 120.17 g mol⁻¹
HOMO-LUMO gap (alpha / beta) = 9.68 / 5.34 eV



[7]
The following is a quantum chemistry calculation of a 5-piece molecular cluster, C12H27BCl9N2O4PS overall, from the Open Molecules 2025 dataset.

Each line ends with the natural charge from an NBO analysis.
CARTESIAN COORDINATES (ANGSTROEM)
1 C -4.44 1.35 -3.31  -0.246
2 O -3.09 1.11 -2.90  -0.710
3 B -2.86 0.49 -1.71  1.149
4 O -3.72 0.68 -0.65  -0.915
5 C -1.60 -0.50 -1.56  0.077
6 C -0.64 -0.34 -2.73  -0.640
7 N -2.12 -1.90 -1.56  -0.855
8 O -1.03 -0.21 -0.30  -0.538
9 C 0.01 -1.04 0.15  -0.081
10 C 0.61 -0.48 1.45  0.124
11 C -0.46 0.13 2.36  -0.647
12 C 1.26 -1.71 2.13  -0.530
13 C 2.06 -1.38 3.35  0.603
14 O 2.20 -0.33 3.90  -0.520
15 Cl 2.83 -2.84 4.06  -0.090
16 N 1.73 0.46 1.16  -0.971
17 P 1.62 1.54 -0.14  1.068
18 S 0.32 2.98 -0.04  -0.620
19 H -4.92 0.42 -3.62  0.173
20 H -4.41 2.02 -4.17  0.192
21 H -5.02 1.83 -2.52  0.188
22 H -3.92 -0.14 -0.19  0.497
23 H 0.34 -0.79 -2.54  0.203
24 H -0.50 0.71 -2.99  0.230
25 H -1.05 -0.84 -3.60  0.227
26 H -2.43 -2.13 -0.62  0.355
27 H -2.93 -1.99 -2.16  0.363
28 H 0.80 -1.16 -0.60  0.184
29 H -0.35 -2.06 0.36  0.182
30 H -0.33 -0.16 3.40  0.213
31 H -0.44 1.22 2.32  0.250
32 H -1.47 -0.17 2.05  0.232
33 H 0.47 -2.38 2.46  0.254
34 H 1.89 -2.27 1.43  0.257
35 H 1.85 1.08 1.96  0.411
36 H 2.90 2.08 -0.21  -0.034
37 H 1.50 0.77 -1.30  -0.039
38 C 1.19 -0.80 7.14  -0.398
39 Cl -0.56 -1.05 7.05  -0.034
40 Cl 1.65 0.24 8.49  -0.024
41 H 1.67 -1.77 7.28  0.221
42 H 1.52 -0.34 6.22  0.234
43 C -5.53 2.89 1.27  -0.397
44 Cl -4.65 2.73 2.79  -0.025
45 Cl -6.99 1.89 1.24  -0.039
46 H -5.83 3.93 1.14  0.219
47 H -4.88 2.57 0.46  0.242
48 C 5.50 -0.72 -1.31  -0.390
49 Cl 3.84 -1.01 -0.77  -0.030
50 Cl 5.57 0.67 -2.40  -0.025
51 H 6.12 -0.52 -0.45  0.227
52 H 5.85 -1.60 -1.84  0.224
53 C 4.32 -0.18 -5.85  -0.395
54 Cl 2.90 -0.13 -4.79  -0.026
55 Cl 4.00 -1.03 -7.36  -0.022
56 H 4.60 0.84 -6.07  0.223
57 H 5.11 -0.70 -5.32  0.220

E_HOMO = -8.460 eV
E = -5790.11884 Ha
LUMO = 0.179 eV
molecular weight = 656.29 g mol⁻¹
SMILES = COB(O)[C@](C)(N)OC[C@@](C)(CC(=O)Cl)N[PH2]=S.ClCCl.ClCCl.ClCCl.ClCCl
HOMO-LUMO gap = 8.64 eV



[8]
The following is a quantum chemistry calculation of C3H4Na2O4 as an isolated structure, from the Open Molecules 2025 dataset.

Each line ends with the Löwdin spin population.
CARTESIAN COORDINATES (ANGSTROEM)
1 H -1.61 -3.29 -1.36  0.057
2 C -0.63 -2.97 -1.73  0.675
3 C 0.70 -3.52 -1.61  0.071
4 O 0.26 -2.30 -0.93  0.188
5 H 0.91 -4.34 -0.92  0.005
6 H 1.43 -3.34 -2.40  0.005
7 O -0.27 2.42 0.40  0.000
8 C -0.45 2.73 1.61  0.000
9 O 0.19 2.23 2.59  0.000
10 Na 0.58 -0.37 0.20  0.001
11 H 0.12 3.94 2.80  0.000
12 Na -0.81 4.73 -0.47  0.000
13 O -0.42 4.07 1.81  0.000

E_HOMO (alpha / beta) = -12.232 / -12.232 eV
charge = +1
spin multiplicity = 2
E = -741.98810 Ha
LUMO (alpha / beta) = -3.637 / -3.641 eV
molecular weight = 150.04 g mol⁻¹
HOMO-LUMO gap (alpha / beta) = 8.59 / 8.59 eV



What is the E in the fifth record? -3466.41335 Ha



Which value of E does entry 2 give? -209.15512 Ha